(1)
{
  "formula": "C25H27N3O3",
  "method": "ωB97M-V/def2-TZVPD",
  "elements": ["C", "O", "C", "C", "C", "C", "C", "N", "C", "C", "C", "C", "O", "N", "C", "C", "C", "C", "O", "C", "C", "C", "C", "N", "C", "C", "C", "C", "C", "C", "C", "H", "H", "H", "H", "H", "H", "H", "H", "H", "H", "H", "H", "H", "H", "H", "H", "H", "H", "H", "H", "H", "H", "H", "H", "H", "H", "H"],
  "xyz": [[3.3438, 3.0692, -0.7160], [2.2224, 2.6390, -1.4483], [1.0393, 2.4769, -0.7963], [0.8353, 2.7030, 0.5597], [-0.4176, 2.4922, 1.1122], [-1.4929, 2.0724, 0.3425], [-2.8395, 1.8492, 0.9829], [-3.1083, 0.4305, 1.2118], [-3.6943, -0.2189, 0.0398], [-4.4250, -1.5181, 0.3950], [-3.7797, -2.2457, 1.5799], [-2.4130, -2.7916, 1.1594], [-2.2690, -3.9601, 0.8656], [-1.4386, -1.8496, 1.1365], [-0.1258, -1.9701, 0.6868], [0.4163, -3.1536, 0.1906], [1.7115, -3.1736, -0.2901], [2.4847, -2.0199, -0.2782], [3.7839, -2.0913, -0.7379], [4.2592, -1.0899, -1.5288], [3.4620, -0.2859, -2.3404], [4.0765, 0.6643, -3.1364], [5.4569, 0.7815, -3.0904], [6.2206, 0.0117, -2.3315], [5.6433, -0.9001, -1.5771], [1.9623, -0.8478, 0.2566], [0.6697, -0.8263, 0.7327], [-3.7389, -1.3129, 2.8025], [-3.8941, 0.1601, 2.4052], [-1.2832, 1.8710, -1.0185], [-0.0385, 2.0589, -1.5789], [3.6045, 2.3628, 0.0790], [3.1834, 4.0610, -0.2812], [4.1645, 3.1144, -1.4300], [1.6387, 3.0376, 1.1969], [-0.5545, 2.6661, 2.1705], [-3.6267, 2.3026, 0.3574], [-2.8486, 2.3594, 1.9491], [-4.4097, 0.4555, -0.4619], [-2.8849, -0.4268, -0.6663], [-5.4626, -1.2995, 0.6568], [-4.4382, -2.1722, -0.4778], [-4.3840, -3.1291, 1.8060], [-1.7418, -0.8957, 1.3532], [-0.1850, -4.0468, 0.1714], [2.1355, -4.0835, -0.6847], [2.3882, -0.4066, -2.3480], [3.4863, 1.3032, -3.7742], [5.9812, 1.5164, -3.6862], [6.2948, -1.5190, -0.9759], [2.5709, 0.0435, 0.2954], [0.2642, 0.0868, 1.1393], [-2.7978, -1.4501, 3.3379], [-4.5452, -1.5709, 3.4906], [-4.9577, 0.4062, 2.2553], [-3.5247, 0.7867, 3.2203], [-2.1061, 1.5744, -1.6511], [0.1262, 1.8992, -2.6327]],
  "atomic_forces_ev_per_a": [[0.2, 0.1, 0.1], [-0.4, -0.1, -0.1], [-0.1, 0.0, 0.0], [0.4, 0.0, -0.1], [-0.2, 0.0, -0.1], [-0.1, 0.2, 0.2], [0.1, 0.1, -0.1], [-0.2, 0.2, 0.2], [-0.1, -0.1, -0.3], [0.1, 0.0, 0.0], [-0.1, -0.2, -0.1], [-0.4, 0.2, 0.3], [0.1, -0.4, -0.2], [0.0, 0.2, 0.2], [0.4, -0.2, -0.2], [-0.2, 0.0, 0.0], [0.4, 0.4, -0.1], [-0.5, 0.0, 0.2], [0.2, -0.2, 0.1], [0.1, 0.4, -0.5], [0.0, -0.3, 0.2], [0.2, -0.1, 0.1], [-0.2, 0.2, -0.3], [0.4, 0.1, 0.0], [-0.4, -0.3, 0.3], [0.2, -0.2, 0.0], [-0.1, -0.2, 0.0], [-0.1, 0.2, 0.0], [-0.1, -0.1, 0.3], [0.1, 0.0, 0.1], [0.2, 0.0, 0.0], [0.0, 0.0, 0.0], [0.0, 0.0, 0.0], [0.0, 0.0, 0.1], [0.1, 0.0, 0.0], [0.0, 0.0, 0.1], [0.0, 0.0, 0.1], [0.0, 0.0, -0.1], [0.1, 0.0, 0.0], [-0.1, 0.0, 0.0], [0.0, 0.0, 0.0], [-0.1, 0.0, 0.0], [0.2, 0.1, -0.1], [0.0, -0.1, -0.1], [0.0, 0.0, 0.0], [0.0, -0.1, -0.1], [0.0, 0.0, 0.0], [0.0, 0.1, -0.1], [0.0, 0.1, -0.1], [0.0, -0.1, 0.1], [0.0, 0.1, 0.0], [0.0, 0.1, 0.0], [0.0, 0.0, 0.1], [0.0, 0.0, 0.0], [0.0, 0.0, 0.0], [-0.1, 0.0, -0.1], [-0.1, 0.0, -0.1], [0.0, 0.0, -0.1]],
  "mulliken_charge": [-0.91, -0.41, 0.56, -0.16, -1.14, 1.05, -1.90, 0.41, -0.75, -1.36, 0.52, 0.04, -0.72, 0.33, 0.09, -0.49, -0.95, 0.24, -0.49, 0.27, 0.08, -0.48, -0.33, -0.60, -0.48, -0.27, -0.43, -1.25, -0.81, -0.12, -0.70, 0.31, 0.40, 0.24, 0.42, 0.26, 0.40, 0.45, 0.53, 0.30, 0.42, 0.48, 0.57, -0.09, 0.55, 0.45, 0.47, 0.36, 0.40, 0.43, 0.61, 0.55, 0.39, 0.34, 0.43, 0.53, 0.47, 0.50],
  "e_tot_ha": -1358.848138,
  "e_homo_ha": -0.2912,
  "relative_energy_kcal_mol": 40.14,
  "largest_force_ha_per_bohr": 0.012,
  "lumo_energy_ev": 0.60,
  "charge": 0,
  "smiles": "COc1ccc(CN2CCC(C(=O)Nc3ccc(Oc4cccnc4)cc3)CC2)cc1"
}


(2)
{
  "formula": "C27H27Cl6N5",
  "method": "ωB97M-V/def2-TZVPD",
  "elements": ["N", "C", "C", "C", "C", "C", "H", "H", "H", "H", "H", "N", "C", "C", "C", "C", "C", "H", "H", "H", "H", "H", "N", "C", "C", "C", "C", "C", "H", "H", "H", "H", "H", "N", "C", "C", "C", "C", "C", "H", "H", "H", "H", "H", "N", "C", "C", "C", "C", "C", "H", "H", "H", "H", "H", "C", "Cl", "Cl", "Cl", "H", "C", "Cl", "Cl", "Cl", "H"],
  "xyz": [[-18.6192, -1.9036, -12.3008], [-19.4359, -1.0504, -11.6645], [-19.3525, 0.3512, -11.8343], [-18.3724, 0.8658, -12.6856], [-17.5525, -0.0007, -13.4159], [-17.6968, -1.4000, -13.1784], [-20.0154, -1.3964, -10.8214], [-19.9602, 0.9793, -11.1998], [-18.3758, 1.9317, -12.8599], [-16.8893, 0.2727, -14.2232], [-17.1416, -2.2024, -13.6413], [-13.3201, 5.1200, -13.2790], [-13.9410, 5.5623, -14.4407], [-15.1924, 5.0934, -14.8355], [-15.9411, 4.2939, -13.9434], [-15.3888, 3.9200, -12.7129], [-14.1132, 4.4298, -12.3746], [-13.2950, 6.0706, -15.1412], [-15.6459, 5.3734, -15.7748], [-16.8217, 3.8016, -14.3290], [-15.8279, 3.2266, -12.0110], [-13.5832, 4.1141, -11.4880], [-19.4225, -3.5241, -17.0648], [-19.7612, -4.7378, -17.6861], [-19.6734, -5.9597, -17.0626], [-19.3163, -5.9638, -15.6902], [-19.0539, -4.7626, -15.0383], [-19.1417, -3.5668, -15.7284], [-19.9061, -4.7276, -18.7562], [-19.7316, -6.9028, -17.5858], [-19.3327, -6.8748, -15.1103], [-18.9312, -4.7902, -13.9656], [-19.0812, -2.6138, -15.2237], [-16.0572, -0.6984, -8.3597], [-15.1126, 0.2152, -7.8726], [-14.3837, 1.0614, -8.7065], [-14.4779, 0.8648, -10.0667], [-15.4158, -0.0539, -10.5484], [-16.1915, -0.8003, -9.7277], [-14.8957, 0.1681, -6.8157], [-13.6098, 1.7700, -8.4507], [-13.8848, 1.4569, -10.7479], [-15.5094, -0.2525, -11.6058], [-16.8570, -1.5562, -10.1176], [-13.7762, -3.7937, -11.3516], [-12.7626, -4.2798, -12.1943], [-13.0515, -4.7899, -13.4581], [-14.3604, -4.7769, -13.9240], [-15.4074, -4.3489, -13.0804], [-15.0662, -3.8508, -11.8390], [-11.7505, -4.1057, -11.8599], [-12.2526, -5.2592, -14.0132], [-14.5940, -5.1501, -14.9102], [-16.4063, -4.3628, -13.4907], [-15.8339, -3.4351, -11.2032], [-23.9051, 1.4131, -10.4683], [-23.3350, 0.2086, -9.3146], [-22.5988, 1.7385, -11.5944], [-24.4982, 2.8892, -9.6235], [-24.7842, 1.0672, -11.0120], [-21.5808, -4.2422, -9.6786], [-23.1583, -3.6330, -9.1604], [-21.2992, -4.0228, -11.4064], [-21.3501, -5.9809, -9.2420], [-20.7682, -3.6751, -9.2246]],
  "atomic_forces_ev_per_a": [[-0.1, -1.6, 0.4], [0.8, 3.1, 0.1], [-0.5, -2.7, 1.1], [0.4, 1.5, -0.8], [-0.3, -3.3, 0.0], [-0.3, 2.2, -0.1], [-0.5, -0.4, -0.1], [0.0, 0.1, 0.0], [0.2, 0.2, -0.2], [0.2, 0.4, 0.1], [0.5, 0.4, -0.5], [-2.5, 0.6, 0.2], [0.7, -2.2, 1.5], [-0.5, 0.2, 1.4], [1.2, -0.5, -0.3], [1.0, 1.0, 0.0], [0.8, 0.2, -2.9], [0.0, 0.3, 0.1], [0.2, 0.0, -0.2], [-0.3, 0.2, 0.3], [-0.5, 0.0, -0.1], [-0.1, 0.1, 0.2], [-1.0, -2.0, 0.3], [1.8, 1.8, 1.1], [0.7, 0.1, 1.6], [-0.4, 0.6, -0.6], [-0.7, -1.0, 0.1], [-0.7, -0.1, -2.1], [-0.3, 0.4, -0.1], [-0.5, 0.1, -0.2], [0.2, -0.2, -0.1], [0.3, 0.3, 0.1], [0.4, 0.1, 0.0], [1.7, 1.3, -0.3], [-1.6, -1.5, -1.5], [0.5, -0.5, -0.5], [-1.4, -0.4, -0.3], [1.1, 0.7, -1.6], [0.3, 0.1, 3.2], [-0.4, 0.1, 0.2], [-0.1, 0.0, 1.0], [0.1, 0.0, -0.1], [0.0, 0.2, -0.2], [-0.3, 0.1, 0.1], [0.3, -0.8, -2.3], [-3.0, 1.2, 1.0], [0.1, 0.0, 0.6], [-0.6, -0.2, 0.9], [1.4, -0.2, -1.3], [1.8, 0.1, 0.8], [0.0, -0.3, 0.2], [0.1, 0.2, -0.3], [0.0, 0.0, -0.1], [-0.2, 0.1, 0.4], [0.0, 0.0, 0.2], [-0.1, 0.3, 0.0], [-0.4, 0.0, 0.0], [-0.3, 0.2, 0.0], [0.3, -0.3, -0.2], [0.4, -0.2, 0.1], [0.7, -0.3, -0.4], [0.3, -0.2, 0.0], [-0.3, -0.1, 0.1], [-0.2, 0.7, 0.0], [-0.4, -0.2, 0.4]],
  "lowdin_spin": [0.26, 0.09, 0.10, 0.25, 0.06, 0.13, 0.01, 0.01, 0.02, 0.00, 0.01, 0.00, 0.00, 0.00, 0.00, 0.00, 0.00, 0.00, 0.00, 0.00, 0.00, 0.00, 0.00, 0.00, 0.00, 0.00, 0.00, 0.00, 0.00, 0.00, 0.00, 0.00, 0.00, 0.00, 0.00, 0.00, 0.00, 0.01, 0.00, 0.00, 0.00, 0.00, 0.01, 0.00, 0.00, 0.00, 0.00, 0.00, 0.00, 0.00, 0.00, 0.00, 0.00, 0.00, 0.00, 0.00, 0.00, 0.01, 0.00, 0.00, 0.00, 0.00, 0.00, 0.00, 0.00],
  "e_tot_ha": -4079.868251,
  "e_homo_ha": [-0.0135, -0.1782],
  "multiplicity": 2,
  "largest_force_ha_per_bohr": 0.067,
  "lumo_energy_ev": [2.34, 2.33],
  "charge": -1
}


(3)
{
  "formula": "C23H18F3N5O4Pt",
  "method": "ωB97M-V/def2-TZVPD",
  "elements": ["Pt", "C", "O", "C", "C", "C", "C", "C", "C", "N", "N", "C", "C", "C", "C", "O", "C", "N", "C", "C", "C", "C", "H", "H", "H", "H", "H", "H", "H", "H", "H", "H", "H", "H", "N", "C", "C", "C", "C", "C", "N", "H", "H", "H", "H", "H", "H", "F", "C", "F", "F", "C", "O", "O"],
  "xyz": [[-0.3292, -0.0448, -0.5686], [7.5835, -4.5723, 8.6492], [6.2917, -4.3439, 8.0253], [6.1811, -4.2153, 6.7442], [4.8351, -4.0182, 6.2792], [4.5874, -3.8638, 4.9653], [5.6871, -3.8888, 4.0342], [7.0175, -4.1431, 4.5134], [7.2729, -4.2799, 5.8375], [5.5918, -3.7190, 2.7373], [4.4964, -3.5124, 2.1308], [3.8058, -2.4808, 1.8600], [4.2658, -1.1287, 2.1955], [3.4999, -0.0686, 1.9589], [2.1529, -0.1878, 1.3670], [1.3964, 0.7499, 1.3131], [1.7589, -1.5522, 0.8362], [0.6539, -1.6613, 0.0773], [0.3388, -2.8331, -0.4853], [1.1166, -3.9630, -0.3040], [2.2462, -3.8730, 0.4785], [2.5707, -2.6516, 1.0633], [7.3751, -4.6241, 9.7106], [8.2481, -3.7384, 8.4343], [7.9967, -5.5154, 8.2978], [4.0505, -4.0232, 7.0232], [3.5740, -3.7464, 4.6056], [7.8061, -4.1978, 3.7739], [8.2776, -4.4468, 6.1940], [5.2556, -1.0336, 2.6244], [3.8177, 0.9406, 2.1855], [-0.5442, -2.8559, -1.1067], [0.8410, -4.8817, -0.8007], [2.8936, -4.7289, 0.6176], [-1.4355, 2.0825, 1.4763], [-2.0066, 0.8826, 1.7002], [-2.8482, 0.7059, 2.8174], [-3.4527, -0.4981, 3.0315], [-3.2383, -1.5509, 2.1291], [-2.3992, -1.3315, 1.0810], [-1.7644, -0.1468, 0.8619], [-1.6462, 2.8527, 2.0860], [-0.8922, 2.2935, 0.6594], [-3.0077, 1.5433, 3.4826], [-4.1021, -0.6324, 3.8861], [-3.7319, -2.5046, 2.2378], [-2.2213, -2.0950, 0.3386], [3.2154, 1.7802, -3.3643], [2.8090, 0.5086, -3.4579], [1.9411, 0.4114, -4.4596], [3.8625, -0.2573, -3.7273], [2.1864, 0.0897, -2.0995], [2.9120, -0.2704, -1.1958], [0.9002, 0.2065, -2.0821]],
  "atomic_forces_ev_per_a": [[-0.2, 0.1, -0.3], [0.0, 0.0, 0.0], [0.0, 0.0, 0.0], [-0.1, 0.0, 0.0], [0.0, 0.0, 0.0], [0.0, 0.0, 0.0], [0.0, -0.3, 0.0], [0.0, 0.0, 0.0], [0.0, 0.0, 0.0], [0.2, 0.5, -0.2], [-0.5, -0.6, 0.4], [0.3, 0.4, -0.4], [-0.1, -0.2, 0.1], [-0.1, 0.1, -0.1], [-0.1, -0.1, -0.1], [0.1, 0.1, 0.2], [0.1, 0.1, 0.0], [0.2, -0.1, 0.1], [0.0, 0.0, 0.1], [0.0, 0.0, 0.0], [0.0, 0.0, 0.0], [0.0, 0.0, 0.1], [0.0, 0.0, 0.0], [0.0, 0.0, 0.0], [0.0, 0.0, 0.0], [0.0, 0.0, 0.0], [0.0, 0.0, 0.0], [0.0, 0.0, 0.0], [0.0, 0.0, 0.0], [0.0, 0.0, 0.0], [0.0, 0.0, 0.0], [0.0, 0.0, 0.0], [0.0, 0.0, 0.0], [0.0, 0.0, 0.0], [-0.1, 0.0, 0.0], [0.1, 0.0, 0.0], [0.0, 0.0, 0.0], [0.0, 0.0, 0.0], [0.0, 0.0, -0.1], [-0.1, 0.1, -0.1], [0.0, -0.1, 0.3], [0.0, 0.0, 0.0], [0.1, -0.1, 0.0], [0.0, 0.0, 0.0], [0.0, 0.0, 0.0], [0.0, 0.0, 0.0], [0.0, 0.0, 0.0], [0.0, 0.0, 0.0], [0.0, 0.0, 0.0], [0.0, 0.0, 0.0], [0.0, 0.0, 0.0], [0.1, 0.0, 0.1], [0.0, 0.0, 0.0], [0.0, 0.0, -0.4]],
  "mulliken_charge": [0.59, -0.84, -0.33, 0.91, -0.87, -0.10, 0.33, -0.47, -0.39, -0.87, 0.13, 0.37, -0.75, -0.84, 0.37, -0.47, 0.57, -0.34, -0.33, -1.07, -0.47, 1.07, 0.24, 0.38, 0.39, 0.47, 0.48, 0.50, 0.48, 0.51, 0.50, 0.58, 0.45, 0.54, -0.31, 1.17, -0.97, -0.19, -0.89, 0.07, -0.22, 0.22, 0.07, 0.34, 0.43, 0.42, 0.28, -0.24, 0.76, -0.23, -0.23, 0.71, -0.47, -0.46],
  "e_tot_ha": -1880.321305,
  "e_homo_ha": -0.5117,
  "relative_energy_kcal_mol": 1.15,
  "largest_force_ha_per_bohr": 0.018,
  "lumo_energy_ev": -7.79,
  "charge": 2
}


(4)
{
  "formula": "C19H24N2O4S",
  "method": "ωB97M-V/def2-TZVPD",
  "elements": ["C", "O", "C", "C", "C", "C", "C", "C", "N", "C", "S", "O", "O", "C", "C", "C", "C", "C", "O", "N", "C", "C", "C", "C", "C", "C", "H", "H", "H", "H", "H", "H", "H", "H", "H", "H", "H", "H", "H", "H", "H", "H", "H", "H", "H", "H", "H", "H", "H", "H"],
  "xyz": [[-6.4212, -0.3240, 1.0093], [-5.3682, 0.0298, 0.1432], [-4.3511, -0.8478, -0.0327], [-4.3820, -2.1881, 0.3355], [-3.2914, -3.0065, 0.0920], [-2.1562, -2.5067, -0.5171], [-2.1090, -1.1692, -0.8763], [-3.1920, -0.3404, -0.6449], [-3.0720, 1.0405, -0.9306], [-3.9436, 1.6293, -1.9229], [-2.7094, 1.9242, 0.4525], [-3.0422, 3.2974, 0.2141], [-3.2012, 1.2838, 1.6393], [-0.9297, 1.7243, 0.4171], [-0.3457, 0.7278, 1.1745], [1.0186, 0.5120, 1.0816], [1.7906, 1.2987, 0.2307], [3.2768, 1.1301, 0.0968], [4.0072, 2.0824, -0.0958], [3.6976, -0.1487, 0.1931], [5.0905, -0.5906, 0.0949], [5.0975, -2.1085, 0.2707], [5.6497, -0.2119, -1.2790], [5.9080, 0.0766, 1.2033], [1.1884, 2.3191, -0.5016], [-0.1763, 2.5264, -0.4182], [-7.0302, 0.5727, 1.1098], [-6.0408, -0.6146, 1.9919], [-7.0313, -1.1323, 0.5914], [-5.2519, -2.6006, 0.8217], [-3.3353, -4.0441, 0.3876], [-1.3088, -3.1482, -0.7040], [-1.2278, -0.7483, -1.3367], [-3.8592, 2.7077, -1.8127], [-3.6050, 1.3298, -2.9168], [-4.9865, 1.3359, -1.7859], [-0.9706, 0.1428, 1.8305], [1.4779, -0.2494, 1.6954], [3.0030, -0.8719, 0.2831], [6.1152, -2.4838, 0.2096], [4.5092, -2.5889, -0.5090], [4.6896, -2.3848, 1.2411], [5.6097, 0.8661, -1.4041], [6.6820, -0.5387, -1.3667], [5.0649, -0.6785, -2.0689], [6.9444, -0.2443, 1.1491], [5.5088, -0.1873, 2.1803], [5.8664, 1.1556, 1.0892], [1.8110, 2.9384, -1.1294], [-0.6688, 3.3066, -0.9761]],
  "atomic_forces_ev_per_a": [[-0.2, -0.1, 0.1], [0.4, -0.1, -0.2], [0.1, -0.1, -0.1], [-0.3, 0.2, 0.1], [0.1, 0.0, 0.0], [0.1, -0.1, 0.0], [-0.2, -0.1, 0.0], [0.0, -0.5, 0.1], [0.0, 0.4, 0.9], [-0.3, 0.3, -0.3], [0.5, -0.1, -0.1], [0.1, 0.0, -0.3], [0.2, -0.1, -0.2], [-0.5, 0.0, 0.2], [-0.2, 0.0, 0.1], [0.1, 0.1, -0.2], [-0.2, 0.1, 0.1], [-0.3, -0.2, 0.0], [0.1, 0.2, -0.1], [0.0, -0.4, 0.1], [0.3, 0.1, 0.0], [-0.1, 0.3, 0.0], [-0.1, 0.0, 0.2], [-0.1, 0.0, -0.1], [0.0, -0.1, 0.0], [0.1, 0.1, -0.1], [0.0, -0.1, 0.0], [0.0, 0.0, 0.0], [0.0, 0.0, 0.0], [-0.1, 0.0, 0.0], [0.0, -0.1, 0.0], [0.1, -0.1, 0.0], [0.1, 0.1, 0.0], [-0.1, 0.0, -0.2], [0.0, 0.0, 0.1], [0.1, 0.0, 0.0], [0.0, -0.1, 0.1], [0.0, -0.1, 0.1], [0.0, 0.1, 0.0], [0.1, 0.0, 0.0], [-0.1, -0.1, -0.1], [0.0, -0.1, 0.1], [0.0, 0.1, -0.1], [0.1, -0.1, 0.0], [0.0, -0.1, -0.1], [0.1, -0.1, 0.0], [0.0, -0.1, 0.1], [0.0, 0.1, 0.0], [0.0, 0.1, 0.0], [0.0, 0.1, -0.1]],
  "mulliken_charge": [-1.01, -0.31, 0.65, -0.67, -0.71, -0.81, -0.17, -0.07, 0.35, -0.87, 1.51, -0.76, -0.69, 0.17, -0.64, -0.58, 0.56, 0.34, -0.65, -0.18, 1.45, -1.85, -1.70, -1.64, -1.02, -0.42, 0.27, 0.40, 0.34, 0.39, 0.39, 0.41, 0.52, 0.35, 0.30, 0.30, 0.53, 0.51, 0.33, 0.44, 0.44, 0.42, 0.43, 0.43, 0.38, 0.44, 0.36, 0.39, 0.44, 0.50],
  "e_tot_ha": -1547.068497,
  "e_homo_ha": -0.3234,
  "relative_energy_kcal_mol": 38.45,
  "largest_force_ha_per_bohr": 0.020,
  "lumo_energy_ev": 0.34,
  "charge": 0,
  "smiles": "COc1ccccc1N(C)S(=O)(=O)c1ccc(C(=O)NC(C)(C)C)cc1"
}